Record 1
A cluster of 2 separate species, C41H39Cl4F6N3O2 in total at a distorted geometry. Source: the Open Molecules 2025 dataset; level of theory: ωB97M-V/def2-TZVPD.

Element x y z (Å)
Cl (-2.9007, -2.0905, 2.8532)
C (-1.7405, -2.7098, 1.7707)
C (-2.0826, -3.3732, 0.6298)
Cl (-3.7008, -3.6146, 0.1571)
C (-1.0674, -3.9621, -0.2816)
O (-1.3712, -4.6167, -1.2760)
C (0.3475, -3.7213, 0.1053)
Cl (1.5050, -4.3622, -0.9614)
C (0.6891, -3.0513, 1.2417)
Cl (2.3099, -2.8135, 1.7038)
C (-0.3245, -2.4822, 2.1664)
O (-0.0149, -1.8843, 3.1924)
C (2.1490, 6.8943, 2.3356)
C (1.9200, 5.4867, 2.8850)
C (0.8091, 5.4793, 3.9333)
C (3.2221, 4.8984, 3.4220)
C (3.6013, 5.1712, 4.7397)
C (4.8193, 4.7179, 5.2415)
C (5.6875, 4.0109, 4.4107)
C (5.3517, 3.7490, 3.0823)
C (6.3540, 2.9790, 2.2211)
C (6.5648, 1.5651, 2.7535)
C (7.6669, 3.7419, 2.0890)
C (4.1078, 4.1816, 2.5892)
N (3.7713, 3.9304, 1.2073)
N (4.5311, 4.4335, 0.2007)
N (3.9160, 4.0161, -0.9468)
C (4.4847, 4.3025, -2.2442)
C (4.8932, 3.2632, -3.1158)
C (4.8646, 1.7972, -2.6879)
C (5.7402, 1.5161, -1.4721)
C (5.1951, 0.8299, -3.8234)
C (5.3939, 3.6087, -4.3756)
C (5.5288, 4.9398, -4.7639)
C (5.1693, 5.9488, -3.8751)
C (4.6561, 5.6439, -2.6105)
C (4.2808, 6.8162, -1.6994)
C (3.1645, 7.6511, -2.3203)
C (5.5008, 7.6705, -1.3652)
C (2.7909, 3.2657, -0.6557)
C (1.9131, 2.7492, -1.6804)
C (1.3950, 3.5768, -2.7034)
C (0.6151, 3.0329, -3.7044)
C (0.0111, 3.9509, -4.7364)
F (-0.1377, 3.3454, -5.9509)
F (-1.2295, 4.3986, -4.3573)
F (0.7818, 5.0669, -4.9399)
C (0.3504, 1.6678, -3.7562)
C (0.8703, 0.8434, -2.7648)
C (0.6691, -0.6450, -2.8747)
F (1.3209, -1.3123, -1.8736)
F (-0.6468, -1.0137, -2.7991)
F (1.1551, -1.1412, -4.0550)
C (1.5819, 1.3699, -1.6977)
C (2.7143, 3.1419, 0.7195)
C (1.8166, 2.4361, 1.5047)
H (2.9108, 6.8926, 1.5467)
H (1.2230, 7.3033, 1.9168)
H (2.4954, 7.5585, 3.1377)
H (1.5880, 4.8385, 2.0708)
H (0.7014, 4.4780, 4.3636)
H (1.0246, 6.1923, 4.7360)
H (-0.1449, 5.7567, 3.4727)
H (2.9308, 5.7523, 5.3769)
H (5.0920, 4.9216, 6.2793)
H (6.6474, 3.6476, 4.7885)
H (5.9149, 2.9139, 1.2235)
H (5.6066, 1.0372, 2.8175)
H (7.2257, 0.9957, 2.0908)
H (7.0094, 1.5922, 3.7563)
H (7.4740, 4.7381, 1.6773)
H (8.1512, 3.8541, 3.0662)
H (8.3478, 3.2167, 1.4108)
H (3.8295, 1.5742, -2.3995)
H (5.4315, 2.1167, -0.6136)
H (5.6611, 0.4602, -1.1859)
H (6.7889, 1.7544, -1.6927)
H (4.5327, 0.9959, -4.6809)
H (6.2386, 0.9483, -4.1396)
H (5.0506, -0.2042, -3.4886)
H (5.7057, 2.8227, -5.0663)
H (5.9228, 5.1835, -5.7547)
H (5.2744, 7.0006, -4.1556)
H (3.9232, 6.3914, -0.7578)
H (2.2899, 7.0275, -2.5414)
H (2.8532, 8.4451, -1.6330)
H (3.5032, 8.1091, -3.2583)
H (6.2723, 7.0496, -0.8986)
H (5.9168, 8.1274, -2.2708)
H (5.2272, 8.4627, -0.6604)
H (1.5926, 4.6440, -2.6755)
H (-0.2469, 1.2567, -4.5593)
H (1.9511, 0.7444, -0.8893)
H (1.0608, 1.8819, 0.9652)
H (1.9406, 2.4315, 2.5798)

The value obtained for the energy relative to the best compared isomer or geometry (same formula, charge and spin) is 5.9 kcal/mol. The electronic energy comes out at -118108.814 eV.

Record 2
A structure of composition C38H34BaN4O2PS2Se2. Source: the Open Molecules 2025 dataset; level of theory: ωB97M-V/def2-TZVPD.

Element x y z (Å)
Ba (0.2907, -0.3977, -0.6211)
C (1.6261, -1.5793, 4.2090)
O (0.5645, -0.5837, 4.3007)
C (0.2771, -0.2607, 3.0374)
N (1.0314, -0.7003, 2.1147)
C (2.1319, -1.4305, 2.7608)
C (2.4733, -2.7019, 2.0230)
C (3.7854, -3.1627, 2.0255)
C (4.1295, -4.3026, 1.3151)
C (3.1668, -4.9839, 0.5836)
C (1.8564, -4.5306, 0.5792)
C (1.5093, -3.3972, 1.3004)
C (-0.9082, 0.6082, 2.8258)
C (-1.5437, 1.2274, 3.8947)
C (-2.6208, 2.0541, 3.6229)
C (-3.0227, 2.2437, 2.3081)
C (-2.3203, 1.5833, 1.3100)
N (-1.2844, 0.7893, 1.5642)
C (-2.6423, 1.7914, -0.1252)
N (-1.9273, 1.3966, -1.0987)
C (-2.5904, 1.8376, -2.3457)
C (-3.8091, 2.6339, -1.8311)
O (-3.7668, 2.4695, -0.3859)
C (-2.8955, 0.6418, -3.2114)
C (-2.1891, 0.4195, -4.3825)
C (-2.4276, -0.7229, -5.1369)
C (-3.3717, -1.6443, -4.7195)
C (-4.0869, -1.4256, -3.5467)
C (-3.8455, -0.2877, -2.7993)
H (1.1890, -2.5578, 4.4078)
H (2.3707, -1.3376, 4.9615)
H (3.0167, -0.7872, 2.7356)
H (4.5485, -2.6160, 2.5680)
H (5.1547, -4.6482, 1.3177)
H (3.4408, -5.8613, 0.0130)
H (1.0971, -5.0523, 0.0113)
H (0.4743, -3.0722, 1.3176)
H (-1.1953, 1.0598, 4.9032)
H (-3.1358, 2.5597, 4.4288)
H (-3.8471, 2.8940, 2.0536)
H (-1.8992, 2.4881, -2.8835)
H (-4.7617, 2.2497, -2.1876)
H (-3.7361, 3.6991, -2.0383)
H (-1.4432, 1.1345, -4.7115)
H (-1.8613, -0.8934, -6.0428)
H (-3.5474, -2.5395, -5.3010)
H (-4.8270, -2.1469, -3.2232)
H (-4.3940, -0.1064, -1.8806)
Se (2.6672, -0.8189, -2.7430)
P (1.3319, -2.3431, -3.5472)
Se (-0.5029, -2.8123, -2.4760)
C (2.3033, -3.8629, -3.7641)
C (3.4046, -3.8184, -4.6183)
C (4.1815, -4.9476, -4.8043)
C (3.8667, -6.1252, -4.1356)
C (2.7747, -6.1693, -3.2841)
C (1.9906, -5.0380, -3.0965)
C (0.8695, -1.9103, -5.2521)
C (1.0915, -0.6507, -5.7880)
C (0.7313, -0.3837, -7.1046)
C (0.1619, -1.3766, -7.8857)
C (-0.0634, -2.6407, -7.3491)
C (0.2844, -2.9057, -6.0363)
H (3.6541, -2.8984, -5.1342)
H (5.0330, -4.9115, -5.4706)
H (4.4737, -7.0087, -4.2843)
H (2.5243, -7.0879, -2.7691)
H (1.1290, -5.0677, -2.4420)
H (1.5631, 0.1122, -5.1810)
H (0.9137, 0.5978, -7.5230)
H (-0.1032, -1.1708, -8.9146)
H (-0.5045, -3.4191, -7.9577)
H (0.1076, -3.8898, -5.6179)
S (-1.9133, -2.6366, 2.7890)
C (-3.2379, -2.0616, 1.9983)
N (-4.2889, -1.4497, 2.5583)
C (-5.2830, -0.8630, 1.6758)
C (-5.2130, -1.6943, 0.4028)
S (-3.4620, -2.1747, 0.2583)
H (-4.2683, -1.2770, 3.5514)
H (-5.0429, 0.1868, 1.4730)
H (-6.2712, -0.9129, 2.1307)
H (-5.5340, -1.1382, -0.4737)
H (-5.8087, -2.6020, 0.4853)

The total charge is +1. The value obtained for the energy relative to the best compared isomer or geometry (same formula, charge and spin) is 4.7 kcal/mol. The electronic energy comes out at -212359.770 eV.

Q: Which of these has the highest energy relative to the best compared isomer or geometry (same formula, charge and spin)?
A: C41H39Cl4F6N3O2

Q: Which formula does entry 2 have?
A: C38H34BaN4O2PS2Se2

Q: Number 2 is which compound?
A: C38H34BaN4O2PS2Se2